Record 1
DFT (ωB97M-V/def2-TZVPD) results for a 14-piece molecular cluster, C29H72Br3F15N6O21S5 overall at a distorted geometry.

```
151
Properties=species:S:1:pos:R:3:forces:R:3
C 2.2085 5.2228 0.3114 0.1 -0.3 -0.7
C 2.6354 6.3034 -0.6847 0.1 1.0 -0.5
C 3.1485 7.6232 -0.0460 0.6 -0.4 0.5
O 3.5944 8.6012 -0.9580 0.0 0.2 -1.7
C 4.2906 9.7778 -0.5589 -0.3 -0.8 1.0
N 3.6234 5.7089 -1.7447 -1.3 0.5 1.1
H 4.5882 5.7204 -1.4463 0.7 0.3 0.3
H 3.4356 4.7243 -1.8684 -0.6 -1.5 0.0
H 3.5348 6.0827 -2.6789 -0.1 0.6 -0.2
H 1.4828 5.5797 1.0422 0.4 0.3 0.1
H 3.0395 4.6820 0.7644 0.0 0.2 0.2
H 1.6301 4.4980 -0.2615 0.1 -0.2 -0.1
H 1.7219 6.6130 -1.1924 0.2 -0.4 -0.7
H 3.9632 7.4169 0.6480 0.0 -0.1 0.4
H 2.2658 7.9702 0.4912 0.0 0.2 0.3
H 4.4919 10.4398 -1.4011 -0.3 -0.4 -0.2
H 5.2410 9.5422 -0.0801 0.3 -0.3 -0.1
H 3.7433 10.3466 0.1929 -0.4 0.1 0.0
C 5.1209 -0.7575 0.7902 0.3 1.8 -0.1
C 5.5757 0.7558 0.9332 1.4 -1.0 -0.4
C 6.6439 1.0567 1.9863 -0.4 -0.3 1.2
O 7.9659 0.5947 1.7283 -0.4 0.4 -0.5
C 8.7843 0.9796 2.8194 -0.3 -0.9 -0.3
N 6.2129 1.2339 -0.3777 -0.4 -1.4 0.8
H 5.5938 1.3452 -1.1680 -1.2 0.3 -0.5
H 6.7182 2.0994 -0.2523 0.5 1.3 0.1
H 6.8955 0.5415 -0.6509 0.6 -0.3 -0.2
H 4.6115 -0.7899 -0.1729 -0.7 -0.3 0.3
H 4.5108 -0.9558 1.6714 -0.4 -0.1 -0.4
H 5.8817 -1.5363 0.7374 0.5 0.5 0.2
H 4.7432 1.4273 1.1432 -0.2 -0.4 -0.1
H 6.3801 0.6233 2.9510 -0.7 -0.5 0.0
H 6.6202 2.1142 2.2495 0.3 0.5 -0.6
H 9.7002 0.3921 2.7563 0.2 0.4 -0.2
H 8.2962 0.6501 3.7366 -0.1 0.2 0.4
H 8.9307 2.0595 2.8428 0.2 0.0 0.0
C 1.0957 -0.8937 -0.7339 -0.8 0.8 -1.0
C -0.2093 -0.1373 -0.4630 -0.1 -0.7 0.3
C -1.1611 -0.8908 0.4658 1.5 1.5 0.3
O -2.2964 -0.1238 0.6309 -0.8 0.7 -0.8
C -3.3075 -0.8559 1.3052 0.0 1.6 0.4
N 0.1394 1.2890 -0.0230 -0.4 -1.0 -0.8
H -0.5578 1.9627 -0.3062 -0.7 0.4 0.4
H 0.4373 1.3593 0.9394 -0.2 0.1 0.9
H 0.9481 1.5961 -0.5443 1.0 0.0 -0.7
H 0.8754 -1.9609 -0.7590 0.3 0.1 0.1
H 1.9718 -0.6680 -0.1259 -0.4 0.0 0.4
H 1.2538 -0.4911 -1.7344 1.0 -0.6 -0.2
H -0.7513 -0.0794 -1.4069 0.2 0.5 -0.1
H -0.6544 -0.9062 1.4307 0.2 -0.8 0.5
H -1.3606 -1.8862 0.0690 0.1 -0.1 0.0
H -2.8562 -1.1474 2.2536 -0.4 -1.0 -0.2
H -3.7710 -1.5573 0.6114 0.2 -0.6 0.6
H -4.0325 -0.1088 1.6282 -0.3 0.0 -0.1
C -5.7722 2.6640 1.0598 -0.3 -0.1 0.6
C -5.4672 2.7856 -0.4191 1.1 -2.8 0.2
C -4.6222 1.5483 -0.9138 -0.5 1.1 -0.9
O -4.5883 1.6044 -2.3397 0.1 0.9 -0.1
C -3.9619 0.4378 -2.9431 -0.4 -0.2 1.1
N -6.7377 2.7623 -1.2573 0.8 1.6 1.0
H -6.4604 2.8113 -2.2273 0.2 -0.5 -0.7
H -7.3539 1.9870 -1.0591 0.0 -0.5 0.0
H -7.1719 3.6329 -0.9858 -0.8 0.2 -0.2
H -6.5680 3.3320 1.3895 0.0 0.3 -0.1
H -4.9047 2.8811 1.6830 0.2 0.2 -0.3
H -6.0608 1.6737 1.4123 -0.1 -0.3 -0.5
H -4.9132 3.7069 -0.5993 -0.3 0.0 -0.5
H -5.0609 0.5767 -0.6866 -0.2 0.0 0.8
H -3.6657 1.6735 -0.4061 0.3 -0.4 -0.3
H -3.8496 0.4881 -4.0261 -0.1 0.7 0.3
H -4.6340 -0.3859 -2.7025 0.3 -0.5 0.0
H -2.9866 0.3126 -2.4729 0.0 -0.2 -0.3
C 2.3993 -2.3600 4.2755 0.0 -0.3 -0.2
C 0.8619 -2.1890 4.2306 0.1 -1.1 0.5
C -0.0393 -3.3082 4.8885 -1.4 0.1 0.4
O -0.0482 -3.4645 6.3077 1.6 1.3 -0.2
C -0.7721 -4.5648 6.7622 -0.3 0.1 -0.1
N 0.6233 -0.8066 4.7453 0.5 -1.0 0.5
H 1.2386 -0.1380 4.3044 0.8 0.7 -1.3
H -0.2941 -0.4258 4.5622 -1.2 0.4 0.5
H 0.9505 -0.7147 5.6964 -0.8 -0.2 0.7
H 2.7245 -3.3436 3.9365 -0.2 0.0 0.0
H 2.8232 -2.1717 5.2619 -0.4 -0.4 0.5
H 2.9560 -1.6211 3.6990 -0.6 0.1 -0.6
H 0.4078 -2.1849 3.2397 0.7 0.0 -0.4
H -0.0236 -4.2948 4.4254 1.4 -0.1 -0.5
H -1.0911 -3.1472 4.6521 -0.3 1.1 -0.4
H -0.3050 -5.4911 6.4277 0.1 -0.3 0.2
H -1.7994 -4.5562 6.3978 -0.2 0.0 -0.2
H -0.8068 -4.4698 7.8475 0.1 -0.3 0.0
C 2.3887 -3.1611 -3.2320 -1.2 -1.5 0.2
C 1.2994 -4.2805 -3.4818 -0.9 0.7 -0.7
C 1.7662 -5.7071 -3.3082 2.6 -0.1 1.7
O 0.8343 -6.7195 -3.3183 -2.2 -0.7 -1.0
C 1.3183 -8.0421 -3.3113 0.8 -0.1 0.3
N 0.0652 -4.1007 -2.6364 0.9 -0.3 -0.6
H 0.3753 -4.0259 -1.6781 0.0 -0.2 1.4
H -0.4934 -3.2991 -2.8923 -0.1 1.1 -0.4
H -0.5320 -4.9081 -2.7433 -0.3 -0.5 0.3
H 3.0379 -3.1552 -4.1075 0.2 0.1 0.2
H 2.8969 -3.4059 -2.2993 0.3 0.0 -0.1
H 1.9226 -2.1827 -3.1156 -0.1 -0.1 -0.3
H 0.9275 -4.1837 -4.5019 0.0 0.2 -0.1
H 2.2288 -5.8273 -2.3285 0.5 0.6 0.4
H 2.5965 -5.8470 -4.0004 0.0 -0.2 -0.6
H 2.0259 -8.2438 -2.5072 0.3 0.5 0.4
H 1.8643 -8.2828 -4.2235 -0.1 0.0 -0.4
H 0.5612 -8.8035 -3.1234 -0.6 0.6 -0.4
C -2.3281 3.3400 3.5855 -1.3 -3.5 0.9
F -1.2605 3.8941 4.0109 2.0 1.5 0.5
F -3.3650 4.1382 3.7138 -0.8 0.9 -0.1
F -2.1961 3.0184 2.2929 0.0 0.0 -0.1
S -2.6493 1.7405 4.6754 -1.3 -1.6 2.0
O -1.4171 0.9322 4.4973 -0.9 1.1 -0.4
O -2.8657 2.1100 6.1037 0.9 0.6 -2.4
O -3.8785 1.1354 4.1358 1.4 0.9 -0.5
C -1.6515 -1.7914 -6.0316 -0.8 2.4 1.4
F -1.4310 -1.3574 -7.2826 -0.2 -0.1 0.3
F -3.0335 -1.6970 -5.7960 2.3 -0.6 -0.5
F -1.2144 -3.0320 -5.9491 -0.4 -0.2 0.2
S -0.6871 -0.6319 -4.6884 0.9 -0.5 1.9
O -1.3147 0.6593 -4.5348 -0.9 -0.4 -0.9
O -0.7572 -1.4035 -3.4134 -0.6 -0.3 -1.2
O 0.6786 -0.5569 -5.1460 -0.1 -0.6 -1.1
C -2.1271 4.9266 -3.5910 1.0 1.9 2.6
F -2.6165 6.1237 -3.9761 -0.1 -0.2 -0.9
F -3.1592 4.3326 -2.9484 0.5 -0.5 -0.8
F -1.6101 4.2600 -4.5737 -0.9 -0.7 -0.9
S -0.7209 5.2831 -2.3782 1.8 1.4 1.0
O -0.7068 4.0955 -1.5434 -0.3 -0.3 0.1
O 0.5195 5.4364 -3.1811 -1.8 0.0 0.5
O -1.0781 6.5236 -1.6387 0.0 -1.5 -1.2
C -3.5774 -4.2694 2.4985 -1.6 -2.1 -0.9
F -2.7190 -4.9666 3.2145 1.4 -0.4 0.6
F -3.8073 -3.1560 3.1563 0.1 1.3 -0.1
F -3.0439 -4.0682 1.2693 -0.3 0.5 1.0
S -5.1569 -5.3025 2.4256 -1.8 -1.9 -1.4
O -6.0818 -4.5153 1.6096 1.1 0.0 0.2
O -4.7554 -6.6048 1.8282 0.0 2.2 1.0
O -5.6399 -5.4199 3.8012 1.0 0.3 0.0
C -3.5956 -4.0683 -2.4515 -3.2 -3.8 -1.3
F -2.6265 -5.0261 -2.3659 0.6 0.7 -0.4
F -3.7855 -3.6624 -1.2205 0.2 1.3 0.0
F -3.3057 -3.1561 -3.3573 1.1 1.0 0.6
S -5.1972 -5.0010 -3.1600 -1.0 -1.2 1.1
O -6.2955 -4.0823 -2.9125 0.4 0.8 0.0
O -4.9860 -5.2651 -4.5731 0.9 0.5 -0.1
O -5.2958 -6.2192 -2.3616 0.7 0.7 -0.3
Br 3.1799 2.1284 -2.1905 0.3 0.3 0.5
Br 1.3812 -4.5576 0.5611 0.0 0.2 -0.3
Br 2.4802 1.4817 3.0381 -0.1 -0.2 -0.1
```
Forces are in eV/Å.

## Properties
2S+1: 2
E_HOMO (alpha / beta) in eV: 1.67 / -2.14
LUMO (alpha / beta) in eV: 3.437 / 3.436
Expectation value of S²: 0.751
Total charge: -3
Molecular weight in g mol⁻¹: 1525.933
Kohn-Sham gap (alpha / beta) in eV: 1.77 / 5.57

Record 2
DFT (ωB97M-V/def2-TZVPD) results for a 12-piece molecular cluster, C29H74NO15PS11 overall at a distorted geometry.

```
131
Properties=species:S:1:pos:R:3:forces:R:3
C 1.9499 0.7731 0.7230 0.8 -0.2 1.3
P 0.3128 1.5333 1.2989 0.2 2.4 -0.7
O 0.7657 2.4706 2.6920 0.2 -2.9 -0.9
O -0.7558 0.3290 1.9423 1.1 -3.1 -0.1
C -0.8098 -0.8081 1.1132 0.2 1.3 -3.1
O -0.7064 -0.6191 -0.1218 -0.3 -1.3 4.3
O -1.0217 -2.1027 1.6938 1.7 2.1 -0.3
C 0.2198 -2.8406 1.6176 3.2 -2.1 -1.1
C 0.7572 -3.3039 0.2530 2.2 -0.6 4.1
C 2.1010 -4.0220 0.4197 -2.3 1.5 2.0
C 2.6864 -4.2131 1.8032 0.3 -0.4 -0.8
N 2.2236 -3.8201 3.0853 -2.9 0.9 -5.6
C 0.9864 -3.1574 2.8804 -1.0 0.7 0.0
H 2.7772 1.5305 1.0405 -1.7 -1.4 -0.5
H 1.9994 0.7163 -0.4224 -0.4 -0.1 1.9
H 2.1942 -0.2155 1.2391 -0.4 1.0 -0.9
H 1.4155 1.9290 3.2037 -0.5 0.7 -0.2
H 0.2339 -3.1173 -0.7370 0.9 -0.2 1.4
H 2.6588 -4.4049 -0.4971 -0.9 0.5 1.6
H 3.6853 -4.7855 1.8366 -1.7 1.1 -0.1
H 0.4868 -2.8007 3.8570 0.8 -0.5 -1.7
C 1.6684 -7.8239 3.9440 0.0 0.0 0.1
S 0.8041 -8.3149 2.4368 -0.2 0.3 -0.1
O 0.7719 -7.1258 1.5328 0.0 -0.3 0.3
C -0.8244 -8.4619 3.1984 0.0 -0.1 0.0
H 2.7145 -7.6380 3.6971 -0.1 0.0 -0.1
H 1.2240 -6.9128 4.3484 0.0 0.0 -0.1
H 1.6071 -8.6303 4.6776 -0.1 0.0 -0.1
H -1.1118 -7.5108 3.6503 0.1 0.0 -0.1
H -0.8021 -9.2477 3.9571 0.0 0.1 -0.1
H -1.5454 -8.7273 2.4239 0.2 0.1 -0.1
C -2.8224 -12.2608 5.3123 0.0 0.0 -0.1
S -1.9598 -11.2216 6.5103 0.1 0.1 -0.1
O -1.1201 -10.2539 5.7402 -0.2 -0.5 0.3
C -0.8641 -12.5173 7.1262 0.1 -0.1 0.0
H -3.5413 -11.6426 4.7735 0.1 0.0 0.1
H -2.1081 -12.6862 4.6053 0.0 0.1 0.1
H -3.3525 -13.0578 5.8370 0.0 0.1 0.0
H -0.2726 -12.9265 6.3052 -0.1 0.1 0.0
H -1.4582 -13.3057 7.5913 0.0 0.1 0.0
H -0.1975 -12.0807 7.8706 -0.1 0.1 -0.1
C 5.5208 3.6467 -1.9348 0.1 0.0 0.0
S 3.9187 2.8742 -1.6242 0.1 -0.1 0.1
O 3.7880 2.6934 -0.1450 0.6 0.5 -0.7
C 4.3462 1.2685 -2.3306 0.0 0.0 0.0
H 5.4981 4.6614 -1.5355 -0.1 -0.1 0.0
H 6.3104 3.0794 -1.4391 -0.1 0.0 0.0
H 5.7038 3.6854 -3.0103 -0.1 0.0 0.0
H 5.2096 0.8506 -1.8099 0.0 0.1 0.1
H 4.5676 1.3854 -3.3928 -0.1 0.0 0.0
H 3.4930 0.5999 -2.2118 0.0 0.1 0.0
C -2.1397 -2.6478 -3.8396 0.0 0.1 0.1
S -0.5427 -3.4638 -4.0374 -0.1 0.1 0.1
O 0.3814 -2.8972 -3.0064 -0.2 -0.1 -0.3
C -0.1344 -2.6873 -5.6149 0.1 0.1 -0.1
H -2.5703 -2.9569 -2.8860 0.1 -0.1 -0.1
H -2.0078 -1.5637 -3.8436 0.0 0.0 0.0
H -2.8063 -2.9479 -4.6505 0.1 -0.1 0.0
H -0.1294 -1.6010 -5.5058 0.0 0.0 0.1
H -0.8659 -2.9859 -6.3679 0.0 0.0 0.1
H 0.8564 -3.0253 -5.9203 -0.1 0.0 0.1
C -0.9227 2.9033 -3.3634 0.0 0.1 -0.1
S -1.7539 1.4176 -2.7617 0.1 0.0 0.2
O -2.2557 0.6682 -3.9577 0.0 0.3 0.1
C -3.1621 2.2770 -2.0307 0.1 0.0 -0.2
H -0.0200 2.6020 -3.8966 -0.1 -0.1 0.1
H -1.5802 3.4495 -4.0427 0.0 -0.1 0.0
H -0.6485 3.5349 -2.5162 0.0 -0.1 0.0
H -3.6789 2.8619 -2.7930 0.0 -0.1 0.0
H -2.8132 2.9294 -1.2281 0.1 -0.1 0.0
H -3.8459 1.5337 -1.6199 0.1 0.0 -0.1
C -4.4524 6.2188 -1.9192 0.1 -0.1 -0.1
S -5.2852 4.7347 -1.3180 -0.1 0.2 -0.2
O -5.7874 3.9873 -2.5115 0.0 0.3 0.3
C -6.6941 5.5946 -0.5866 -0.2 0.0 0.0
H -3.5497 5.9169 -2.4526 -0.1 -0.1 0.1
H -5.1080 6.7657 -2.5976 0.0 0.0 0.1
H -4.1776 6.8503 -1.0735 -0.1 0.0 -0.1
H -7.2107 6.1800 -1.3487 0.1 0.0 0.0
H -6.3458 6.2467 0.2153 0.0 0.0 -0.1
H -7.3779 4.8508 -0.1756 0.1 -0.1 -0.1
C -4.7991 8.6943 1.4011 0.1 0.0 0.0
S -6.0952 9.3859 0.3507 0.1 0.0 -0.2
O -5.8577 8.8899 -1.0395 0.0 0.2 0.4
C -5.5045 11.0898 0.4259 0.1 0.1 0.0
H -4.9457 7.6154 1.4666 -0.1 0.1 0.0
H -3.8186 8.9012 0.9684 -0.1 0.0 -0.1
H -4.8690 9.1295 2.3996 -0.1 0.0 -0.1
H -4.4799 11.1456 0.0543 -0.1 -0.1 0.0
H -5.5509 11.4459 1.4564 0.0 -0.1 0.0
H -6.1508 11.7071 -0.1989 0.0 -0.1 0.0
C 0.3487 1.9807 6.4674 -0.1 -0.1 0.0
S 2.1538 1.9573 6.4367 0.0 -0.2 0.0
O 2.5776 0.5697 6.0797 -0.2 0.4 0.1
C 2.3732 2.1491 8.2186 0.0 0.0 0.1
H -0.0160 1.8361 5.4493 0.1 0.0 0.0
H -0.0235 1.1760 7.1039 0.1 0.0 0.0
H 0.0036 2.9465 6.8412 0.1 0.0 0.0
H 1.8741 1.3338 8.7454 0.0 0.0 -0.1
H 1.9615 3.1091 8.5349 0.0 0.0 -0.1
H 3.4407 2.1236 8.4398 -0.1 0.0 -0.1
C 2.8788 -1.3856 -8.7018 0.0 0.1 -0.1
S 3.3685 -1.9362 -7.0533 0.2 0.3 0.1
O 3.8829 -0.7426 -6.3171 -0.1 -0.3 -0.3
C 4.7986 -2.8955 -7.5954 0.1 0.0 0.0
H 2.0126 -0.7301 -8.6036 0.1 -0.1 0.1
H 3.6978 -0.8369 -9.1700 0.0 0.0 0.1
H 2.6099 -2.2514 -9.3099 0.0 0.0 0.1
H 5.4970 -2.2517 -8.1330 -0.1 0.0 0.0
H 4.4667 -3.7113 -8.2398 0.0 0.0 0.0
H 5.2910 -3.3086 -6.7146 -0.1 0.1 0.0
C 7.4685 -4.8524 4.2113 0.1 0.0 0.0
S 6.0462 -3.8688 3.6904 -0.1 0.0 -0.2
O 5.7915 -4.1800 2.2512 0.4 0.1 0.4
C 6.8889 -2.2740 3.7570 0.1 0.1 -0.1
H 7.1813 -5.9045 4.2053 -0.1 0.1 0.0
H 8.3005 -4.6997 3.5215 -0.1 0.0 0.0
H 7.7604 -4.5630 5.2226 -0.1 0.0 0.0
H 7.7571 -2.2832 3.0954 -0.1 -0.1 0.0
H 7.1998 -2.0693 4.7828 -0.1 0.0 0.0
H 6.1920 -1.5017 3.4299 0.0 -0.2 0.0
C -5.5842 9.3167 -4.7991 -0.1 0.0 0.0
S -3.9880 8.4982 -5.0023 0.1 0.2 0.2
O -3.0616 9.0622 -3.9744 -0.3 -0.1 -0.4
C -3.5812 9.2736 -6.5813 0.0 0.1 -0.1
H -6.0121 9.0066 -3.8443 0.1 0.0 0.0
H -5.4505 10.3999 -4.8018 0.1 -0.1 0.0
H -6.2523 9.0179 -5.6093 0.1 0.0 0.0
H -3.5733 10.3595 -6.4721 0.0 -0.1 0.1
H -4.3149 8.9764 -7.3326 0.0 0.0 0.1
H -2.5919 8.9331 -6.8885 -0.1 0.0 0.1
```
Forces are in eV/Å.

## Properties
E_HOMO in eV: -7.79
LUMO in eV: 0.488
Total charge: 0
Molecular weight in g mol⁻¹: 1060.614
Kohn-Sham gap in eV: 8.28